Entry from the Open Molecules 2025 dataset: C2H6N2O2S as an isolated structure (ωB97M-V/def2-TZVPD).

Values from the calculation:
Orbital gap, eV: 9.734
Net charge: 0
Lowest unoccupied orbital energy, eV: -0.81
HOMO energy, eV: -10.55
Strongest force on any atom, eV/A: 5.9
Relative energy (zero: lowest compared OMol25 entry of this formula, charge and spin), eV: 4.9665

```
13
Properties=species:S:1:pos:R:3:forces:R:3:lowdin_charge:R:1
C 1.109270 -0.084318 -0.301208 2.6697 2.6287 1.4340 -0.314
C 0.184845 -1.187693 0.428789 1.0917 -0.2059 -1.9209 -0.308
N 0.474011 0.752948 -1.408763 -3.6788 -3.5292 2.9160 -0.023
N -1.006597 -0.732832 1.188104 0.4416 3.1934 -4.5709 -0.029
O -2.304631 0.260478 -1.007382 -2.3782 -1.1361 -2.5637 -0.273
O -1.287746 1.807138 0.525850 0.4838 2.6759 1.2012 -0.310
S -1.214995 0.645546 -0.252438 0.8128 -1.0758 0.7134 0.688
H 2.038247 -0.507667 -0.683255 -0.3794 -0.7093 -0.2686 0.092
H 0.602283 1.726121 -1.239645 0.4540 0.9581 0.5012 0.035
H 1.589327 0.755173 0.375279 -1.1936 -1.9023 -0.2139 0.133
H -0.135479 -1.792931 -0.554414 0.2871 0.6790 2.6490 0.157
H 0.787619 -1.730677 1.138642 0.5624 -0.6035 -0.3932 0.096
H -0.836154 0.088713 1.790441 0.8270 -0.9732 0.5164 0.058
```
Forces are in eV/Å.

=====

Entry from the Open Molecules 2025 dataset: C37H35CeN5O2S as an isolated structure (ωB97M-V/def2-TZVPD).

Values from the calculation:
Orbital gap, eV: 6.297
Net charge: 0
Lowest unoccupied orbital energy, eV: -0.95
HOMO energy, eV: -7.25
Strongest force on any atom, eV/A: 4.1
Relative energy (zero: lowest compared OMol25 entry of this formula, charge and spin), eV: 0.0000

```
81
Properties=species:S:1:pos:R:3:forces:R:3:lowdin_charge:R:1
Ce -0.046970 0.088767 -0.034046 -3.0114 2.8098 -0.1830 1.256
O 2.379379 -0.421349 3.536069 0.0575 -0.0335 0.4530 0.133
C 2.026785 -0.227897 2.407975 -0.8975 -0.0078 -0.7552 -0.512
O 0.776394 -0.234027 1.956463 1.3582 0.1101 0.6471 -0.243
C 3.045459 -0.010685 1.302418 0.5569 -0.0610 0.7867 -0.162
C 4.415278 0.093817 1.645028 -0.4847 -0.0439 0.0768 0.032
C 5.312406 0.219380 0.638326 0.3845 0.0512 -0.0989 0.018
C 4.876845 0.233888 -0.706768 0.2462 0.0334 -0.2225 -0.139
C 5.769005 0.352506 -1.810204 -0.0305 -0.0175 0.5533 -0.026
C 5.289188 0.372441 -3.076520 -0.4870 -0.0198 -0.4601 -0.062
C 3.886718 0.276681 -3.318735 0.5970 0.0623 -0.2111 -0.042
C 3.013889 0.159889 -2.287855 0.1185 -0.0248 0.4671 -0.006
C 3.500280 0.130986 -0.956412 -0.3548 0.0828 0.1123 -0.176
N 2.602918 0.016798 0.080901 -0.2196 0.0241 -0.8743 0.083
H 4.685746 0.064475 2.690273 0.0036 -0.0055 -0.0184 0.126
H 6.371851 0.307915 0.853167 -0.0197 -0.0066 -0.0469 0.126
H 6.831895 0.428877 -1.615861 -0.0110 -0.0026 0.0099 0.117
H 5.971103 0.463475 -3.911669 -0.0373 0.0001 -0.0179 0.108
H 3.513189 0.300534 -4.334221 0.0479 0.0027 -0.0112 0.114
H 1.953986 0.088852 -2.466247 0.0099 -0.0188 0.0137 0.051
N -2.578642 -2.245328 -1.794088 -0.1405 0.0228 -0.1937 0.147
C -2.345514 -2.753803 -0.580104 0.3204 0.3578 -0.0028 -0.683
N -1.431088 -2.299461 0.244985 0.0769 -0.1492 0.3370 0.020
C -1.422420 -3.103554 1.418086 0.1113 0.4124 -0.3309 -0.288
C -0.600666 -2.940880 2.525376 0.1543 -0.0094 0.2027 -0.011
C -0.728189 -3.810565 3.597182 -0.0548 -0.0156 -0.0747 -0.062
C -1.666800 -4.842864 3.585814 0.0437 0.0806 -0.0467 -0.085
C -2.495600 -5.012819 2.490250 0.0458 0.0360 0.0249 -0.089
C -2.355783 -4.134718 1.424029 -0.1238 -0.2243 0.1419 -0.473
S -3.261876 -4.119975 -0.055804 -0.2849 -0.3100 -0.0214 1.120
H -2.105100 -1.411007 -2.099470 0.1378 0.1346 -0.0420 0.052
H -3.394120 -2.510525 -2.317653 0.0036 -0.0212 0.0275 0.110
H 0.116089 -2.134038 2.572178 -0.0757 -0.0641 -0.0296 0.089
H -0.086320 -3.673314 4.458019 -0.0217 -0.0128 -0.0134 0.110
H -1.750364 -5.509018 4.433733 -0.0073 -0.0035 -0.0065 0.104
H -3.230709 -5.806445 2.467644 -0.0037 0.0141 -0.0222 0.108
C -0.314056 0.217064 -2.692254 -0.5489 -0.0702 0.1996 -0.232
C -1.653469 0.376240 -3.328484 0.5984 -0.0384 0.2223 -0.343
C -2.025628 -0.399932 -4.430769 -0.2647 -0.1957 -0.2150 -0.064
C -3.293682 -0.316780 -4.988071 0.2670 -0.1118 0.0282 -0.042
C -4.224747 0.565153 -4.453798 -0.7794 0.0232 -0.3854 -0.248
C -3.871221 1.364098 -3.372302 0.2691 0.1157 0.2654 -0.022
C -2.603339 1.269506 -2.817049 -0.4301 0.0925 -0.0160 -0.037
C -5.560718 0.648309 -5.031803 0.7753 -0.0306 0.3365 -0.188
N -6.611875 0.705647 -5.491633 -0.1207 0.0020 -0.0444 0.138
H 0.141362 1.210872 -2.620273 0.1558 0.1514 0.0797 0.040
H 0.328009 -0.424703 -3.297256 -0.0612 -0.0171 -0.1290 0.033
H -1.306101 -1.088521 -4.859113 0.0057 0.0113 0.0006 0.112
H -3.559840 -0.926870 -5.841665 0.0098 0.0012 0.0061 0.116
H -4.594772 2.052522 -2.955444 0.0039 0.0036 -0.0032 0.120
H -2.355850 1.866241 -1.945821 0.0072 -0.0481 -0.0256 0.075
C -3.947413 1.812568 1.851701 -0.0578 0.0153 -0.0124 -0.060
C -2.757586 1.576671 2.785851 0.0180 -0.0011 0.0850 -0.360
C -2.317106 0.115308 2.745269 0.0389 0.0551 -0.0370 -0.061
C -1.637527 2.581411 2.563812 -0.1622 0.1411 0.3896 -0.149
C -1.297045 3.412353 3.627171 -0.0850 -0.0873 -0.0942 -0.041
C -0.365711 4.429382 3.490980 -0.0064 -0.0207 -0.0161 -0.088
C 0.194397 4.653725 2.246431 -0.0505 -0.0982 -0.1885 -0.047
C -0.114961 3.846858 1.148956 0.2261 0.4548 0.1746 -0.152
C 0.465618 4.244471 -0.198794 0.0413 0.0451 0.0203 -0.361
C 1.564490 3.312840 -0.699417 0.1849 -0.0892 0.1406 -0.050
C -0.600858 4.486587 -1.268067 -0.0502 0.0452 -0.0530 -0.052
C -0.986793 2.761902 1.330946 -0.2552 -1.2231 -1.3014 -0.247
N -1.190604 1.816369 0.269117 2.2919 -2.1739 0.4497 -0.141
H -4.743518 1.094880 2.068891 0.0112 0.0297 0.0111 0.077
H -3.661270 1.695482 0.805591 0.0671 -0.0170 0.0307 0.061
H -4.353457 2.817816 1.980752 0.0242 -0.0146 0.0035 0.082
H -3.103969 1.766360 3.805793 -0.0526 -0.0026 0.0107 0.124
H -2.102021 -0.149162 1.711846 -0.0282 -0.1938 -0.1224 0.024
H -3.113133 -0.552761 3.083518 -0.0207 0.0547 0.0184 0.092
H -1.425154 -0.067939 3.341290 0.0025 0.0233 0.0379 0.085
H -1.791162 3.254810 4.579302 0.0222 0.0295 0.0264 0.109
H -0.109506 5.057348 4.333836 0.0063 0.0087 0.0044 0.097
H 0.879632 5.481681 2.102156 0.0086 0.0151 0.0234 0.107
H 0.953450 5.206338 -0.019944 0.0130 0.0540 -0.0475 0.123
H 1.199891 2.291163 -0.754661 -0.0990 -0.1997 -0.1600 0.010
H 2.428107 3.300933 -0.029010 -0.0369 0.0496 0.0113 0.092
H 1.906263 3.580573 -1.701356 -0.0043 0.0584 0.0162 0.090
H -1.210612 3.602283 -1.444120 0.0735 -0.0280 0.0486 0.044
H -0.127813 4.769022 -2.212684 -0.0221 0.0244 0.0271 0.079
H -1.265907 5.298432 -0.967701 0.0059 -0.0264 0.0127 0.086
```
Forces are in eV/Å.

=====

Entry from the Open Molecules 2025 dataset: an isolated ion of composition C9H21N2O2 and charge +1 (ωB97M-V/def2-TZVPD).

Values from the calculation:
Orbital gap, eV: 10.050
Net charge: +1
Lowest unoccupied orbital energy, eV: -3.93
HOMO energy, eV: -13.98
Structure (SMILES): CC(C)(C)OO/[NH+]=C(\N)C(C)(C)C
Strongest force on any atom, eV/A: 5.1
Relative energy (zero: lowest compared OMol25 entry of this formula, charge and spin), eV: 4.0868

```
34
Properties=species:S:1:pos:R:3:forces:R:3:lowdin_charge:R:1
C 0.144607 -0.726853 -1.180832 0.4838 0.4827 -0.3602 -0.267
C 1.674856 -0.639563 -3.135473 -3.3078 0.1174 -0.6345 0.026
C -0.729130 -1.544578 -3.444355 -0.0927 0.0623 5.0997 0.009
C -0.220387 0.949774 -2.787143 -2.2942 -0.9490 1.2013 -0.003
C 1.105828 1.130551 3.492343 -0.7220 1.6743 1.9612 -0.012
C -1.241206 1.779363 2.952152 2.4002 2.8475 1.7844 -0.012
C -0.766479 -0.631693 3.111028 1.8179 -1.1989 -1.8601 -0.005
C 0.127690 -0.522839 -2.656554 3.2258 -0.1535 -0.6190 -0.454
C -0.163481 0.750729 2.773938 -0.5437 -1.2617 1.1364 -0.679
N -0.794970 -1.381202 -0.593706 1.7537 0.4329 3.4988 0.303
N 1.088255 -0.114317 -0.461233 -0.2175 -0.8503 1.7832 0.074
O 0.026786 0.803506 1.401599 1.4101 -0.5513 -2.4754 -0.018
O 1.165060 -0.255624 0.894529 -2.0100 1.1524 -0.2689 0.015
H 2.269298 -0.205537 -2.403158 1.4087 0.9476 0.6950 0.044
H 1.713273 -0.129985 -4.099602 0.3690 -0.2196 0.1392 0.108
H 1.903229 -1.663468 -3.188803 0.5960 -1.3414 -0.4002 0.078
H -0.452163 -1.550805 -4.424811 0.5790 -0.3254 -2.6094 0.067
H -1.754511 -1.279434 -3.273696 -0.8031 0.1563 -0.5223 0.087
H -0.606086 -2.508192 -2.873332 0.1380 0.4330 -1.3712 0.114
H -0.989402 0.977700 -3.498097 -0.8957 0.5612 -1.5124 0.082
H 0.556806 1.603587 -3.023108 1.2859 0.9309 -0.2712 0.082
H -0.761176 1.241434 -1.881613 0.2908 0.5697 -0.0197 0.105
H 1.247724 2.249170 3.630512 0.0679 -1.0899 -1.4009 0.116
H 1.024137 0.973797 4.577416 0.0313 -1.0642 -0.2644 0.102
H 1.909293 0.598910 3.043650 1.0198 -0.0994 0.0471 0.071
H -1.544185 1.841298 4.047712 0.6144 0.0848 -1.3777 0.138
H -2.053707 1.499802 2.410571 -2.5616 -0.5079 -1.6264 0.049
H -0.782466 2.766470 2.560613 -1.2172 -1.2838 0.8563 0.133
H -1.350849 -1.081857 2.262884 0.2611 0.8525 0.6570 0.088
H 0.044791 -1.351782 3.277571 -0.0111 0.0738 0.0218 0.094
H -1.360974 -0.687307 3.960044 -1.1334 0.3250 1.6147 0.065
H -1.425602 -1.900196 -1.077728 -2.0821 -1.6342 -1.7785 0.095
H -0.719497 -1.563514 0.418393 -0.1630 0.3710 -0.6647 0.140
H 1.714639 0.572655 -0.811712 0.3017 0.4552 -0.4591 0.164
```
Forces are in eV/Å.

=====

Entry from the Open Molecules 2025 dataset: an isolated ion of composition C5H14N2 and charge +1 (ωB97M-V/def2-TZVPD).

Values from the calculation:
Orbital gap (alpha / beta), eV: 11.435 / 5.649
Net charge: +1
Lowest unoccupied orbital energy (alpha / beta), eV: -2.81 / -8.28
HOMO energy (alpha / beta), eV: -14.24 / -13.93
<S²>: 0.76
2S+1: 2
Strongest force on any atom, eV/A: 5.3
Relative energy (zero: lowest compared OMol25 entry of this formula, charge and spin), eV: 2.0869

```
21
Properties=species:S:1:pos:R:3:forces:R:3:lowdin_spin:R:1
N -2.541308 -0.317014 0.563618 -0.1271 -0.4314 -3.3535 0.061
C -2.222446 -0.422349 -0.949607 1.3185 1.3065 1.4675 0.020
C -0.762025 0.244836 -1.191460 -0.7113 -1.7174 1.4166 0.068
N 0.159530 -0.568960 -0.276354 0.8285 5.1557 -1.0285 0.645
C 1.246299 1.303990 1.058585 -1.6235 0.6808 0.0531 0.060
C 1.459322 0.163422 0.007050 0.9558 1.6955 -0.9483 0.061
C 2.618809 -0.694167 0.465203 -0.3842 -0.9395 -0.7986 0.012
H -2.854795 0.594764 0.821239 -0.2865 0.5420 0.0290 0.003
H -1.868142 -0.628189 1.222143 0.2667 -0.6814 0.5416 0.000
H -2.903606 0.258581 -1.499960 0.0216 -1.0052 0.3810 0.000
H -2.160454 -1.469427 -1.326842 -0.6047 0.8711 0.4476 0.002
H -0.392661 0.434133 -2.204898 0.1127 -0.7904 0.2142 0.001
H -0.841211 1.239084 -0.717358 0.1719 -0.3258 0.0651 0.036
H -0.363672 -0.619782 0.588263 -0.0915 -1.2046 0.4826 0.017
H 2.075570 2.023319 1.066156 0.2099 -0.7586 -0.0769 0.007
H 1.071281 0.892420 2.030098 0.2828 -0.2777 0.8190 0.000
H 0.371400 1.975768 0.896578 0.3373 -0.6838 -0.3970 0.002
H 1.773020 0.824478 -0.860245 -0.6216 -1.5900 0.1993 0.000
H 2.873331 -1.382005 -0.322696 0.3085 -0.1502 -0.6113 0.002
H 2.332763 -1.371865 1.245787 -0.1433 0.0132 0.9416 0.000
H 3.519852 -0.143848 0.712275 -0.2207 0.2913 0.1557 0.000
```
Forces are in eV/Å.